# C3H12O4

A cluster of 4 separate species, C3H12O4 in total in a non-equilibrium geometry (ωB97M-V/def2-TZVPD, the Open Molecules 2025 dataset).

Geometry as XYZ:
```
19
Properties=species:S:1:pos:R:3:forces:R:3:nbo_charge:R:1
C 2.794511 -1.444276 -1.498824 0.8 -1.5 0.9 -0.65
C 1.521843 -2.030834 -0.972804 -0.8 0.8 0.5 -0.26
C 0.874777 -1.583773 0.123809 -0.2 0.3 -2.5 0.12
O -0.467993 -1.827467 0.276350 -0.1 -0.9 1.3 -0.74
H 2.922913 -1.364425 -2.577863 -0.6 -0.1 -0.1 0.22
H 3.010724 -0.459898 -1.081956 0.2 -0.3 0.2 0.21
H 3.498455 -2.250161 -1.191943 0.6 1.0 -0.2 0.22
H 1.104058 -2.901599 -1.473435 -0.3 0.4 -0.3 0.20
H 1.307459 -0.859501 0.795498 0.0 0.2 0.2 0.15
H -0.993027 -1.403930 -0.415286 0.3 0.1 0.2 0.51
H -1.892893 1.322457 -0.840593 0.2 0.3 -0.5 0.51
H -0.884028 0.392878 -1.694789 0.1 0.8 -0.6 0.48
O -1.422135 0.492872 -0.917963 -0.2 -0.9 0.9 -0.98
H -2.124489 1.337995 3.179052 0.2 -0.3 0.2 0.48
H -1.266360 0.569514 2.110105 -0.2 -0.1 0.2 0.49
O -1.989914 1.195013 2.241488 0.1 0.1 -0.4 -0.96
H -2.445360 4.193378 1.566777 0.0 0.1 -0.1 0.46
H -1.628162 2.929909 1.434824 0.0 -0.7 0.3 0.49
O -1.920376 3.691845 0.937547 0.0 0.6 -0.4 -0.96
```
Positions in Å, forces in eV/Å.

Results
Structure (SMILES)   C/C=C/O.O.O.O
Total charge   0
Frontier orbital gap   9.24 eV
HOMO energy   -8.7 eV
Energy relative to the best compared isomer or geometry (same formula, charge and spin)   34.0 kcal/mol